Below is a cluster of 2 separate species, ClH2O3PS in total in a non-equilibrium geometry, with properties calculated with ωB97M-V/def2-TZVPD.

Structure (ORCA input):
```
! wB97M-V def2-TZVPD RIJCOSX def2/J DEFGRID3
* xyz 0 1
O 1.515 0.563 -1.216
O 0.925 -0.530 0.987
O 0.719 1.380 -0.483
P 0.306 0.965 1.065
S -3.888 -0.430 -0.357
Cl -1.919 -0.233 -0.315
H 1.387 -0.391 -1.113
H 0.956 -1.325 1.431
*
```

F_max ... 3.59 eV/Å
Kohn-Sham gap (alpha / beta) ... 8.42 / 4.81 eV
ΔE to the lowest compared entry with this formula, charge and spin ... 566.0 kJ/mol
LUMO (alpha / beta) ... -0.514 / -2.348 eV

The computed Mulliken charges, all in e, follow:
1 O -0.329
2 O -0.408
3 O -0.065
4 P 0.311
5 S -0.184
6 Cl 0.017
7 H 0.346
8 H 0.312